# 1
DFT (ωB97M-V/def2-TZVPD) results for 2 unconnected molecules or ions with the total composition C5H11NO.

Output
HOMO-LUMO gap ... 11.007 eV
Relative energy (zero: lowest compared OMol25 entry of this formula, charge and spin) ... 75.9 kcal/mol
E_LUMO ... 0.0355 Ha

Structure (XYZ):
```
18
C5H11NO (ωB97M-V/def2-TZVPD)
C -1.415 0.504 2.515
C -0.912 -0.938 -0.747
C -0.120 1.362 -0.262
C 1.300 -0.267 -1.486
C 0.266 -0.041 -0.398
N -0.715 -0.077 3.239
O 0.812 -0.644 0.785
H 0.835 0.136 1.294
H -1.149 -0.989 -1.754
H -0.732 -1.878 -0.257
H -1.874 -0.626 -0.138
H 0.613 2.054 0.271
H -1.127 1.405 0.276
H -0.546 1.672 -1.253
H 1.316 -1.267 -2.050
H 1.211 0.440 -2.319
H 2.284 -0.073 -1.205
H -0.045 -0.773 3.488
```

***

# 2
DFT (ωB97M-V/def2-TZVPD) results for 2 unconnected molecules or ions with the total composition C5H11NO.

Output
HOMO-LUMO gap (alpha / beta) ... 7.780 / 7.779 eV
Relative energy (zero: lowest compared OMol25 entry of this formula, charge and spin) ... 130.9 kcal/mol
E_LUMO (alpha / beta) ... 0.0289 / 0.0289 Ha

Structure (XYZ):
```
18
C5H11NO (ωB97M-V/def2-TZVPD)
C 1.577 0.756 -1.063
C 0.954 -0.200 -0.117
C 1.511 -1.030 0.961
N 0.398 -0.108 1.107
C -0.674 0.027 1.827
C -1.865 -0.284 -0.694
O -2.024 1.124 -0.510
H 0.861 1.255 -1.728
H 2.249 0.175 -1.701
H 2.171 1.523 -0.548
H -0.790 -0.598 -0.532
H 2.440 -0.736 1.454
H 1.246 -2.087 1.044
H -0.818 -0.634 2.672
H -1.410 0.763 1.527
H -2.072 -0.572 -1.728
H -2.622 -0.751 -0.054
H -1.313 1.563 -0.990
```

***

# 3
DFT (ωB97M-V/def2-TZVPD) results for a single C5H11NO molecule.

Output
SMILES ... CCN(C)CC=O
HOMO-LUMO gap ... 9.781 eV
Relative energy (zero: lowest compared OMol25 entry of this formula, charge and spin) ... 105.9 kcal/mol
E_LUMO ... 0.0343 Ha

Structure (XYZ):
```
18
C5H11NO (ωB97M-V/def2-TZVPD)
C 0.384 -2.003 -1.890
C 0.885 -1.316 -0.632
N 0.021 -0.256 -0.064
C -0.374 0.754 -1.077
C 0.773 0.333 1.285
C -0.714 0.875 1.479
O -1.020 2.031 1.620
H 0.390 -1.543 -2.954
H 0.879 -2.982 -2.015
H -0.681 -1.980 -1.647
H 0.713 -2.120 0.078
H 1.811 -0.828 -0.584
H 0.284 1.620 -1.101
H -0.528 0.167 -1.956
H -1.390 1.188 -0.834
H 1.455 1.203 0.955
H 0.705 -0.608 1.863
H -1.280 -0.069 1.642
```

***

# 4
DFT (ωB97M-V/def2-TZVPD) results for a molecular structure, C5H11NO.

Output
HOMO-LUMO gap ... 8.481 eV
Relative energy (zero: lowest compared OMol25 entry of this formula, charge and spin) ... 91.3 kcal/mol
E_LUMO ... 0.0316 Ha

Structure (XYZ):
```
18
C5H11NO (ωB97M-V/def2-TZVPD)
C 1.337 1.962 0.565
C -1.966 -0.695 0.594
C 0.617 -0.060 -1.635
N 0.837 0.609 0.776
C -0.503 -1.113 0.522
C 0.345 -0.141 -0.176
O -0.443 -2.430 -0.029
H 0.210 -2.924 0.475
H 0.183 -0.250 1.565
H 0.519 2.670 0.396
H 1.893 2.279 1.446
H 1.996 1.999 -0.307
H -2.068 0.345 0.909
H -2.495 -1.322 1.314
H -2.461 -0.812 -0.379
H -0.066 0.663 -2.092
H 0.427 -1.035 -2.081
H 1.638 0.255 -1.862
```

***

# 5
DFT (ωB97M-V/def2-TZVPD) results for a single C5H11NO molecule.

Output
SMILES ... CN[C@@H]1OC1(C)C
HOMO-LUMO gap ... 9.739 eV
Relative energy (zero: lowest compared OMol25 entry of this formula, charge and spin) ... 53.9 kcal/mol
E_LUMO ... 0.0373 Ha

Structure (XYZ):
```
18
C5H11NO (ωB97M-V/def2-TZVPD)
C 2.319 -0.350 -0.187
N 1.261 -0.076 -1.170
C 0.207 0.772 -0.674
O 0.333 1.017 0.700
C -0.801 0.203 0.230
C -0.921 -1.317 0.196
C -2.010 0.925 0.765
H 2.765 0.558 0.242
H 3.096 -0.943 -0.675
H 1.939 -0.928 0.660
H 1.672 0.350 -1.990
H -0.086 1.571 -1.358
H -1.645 -1.710 0.919
H 0.023 -1.851 0.292
H -1.299 -1.550 -0.814
H -2.966 0.449 0.535
H -1.875 0.905 1.856
H -2.012 1.977 0.472
```

***

# 6
DFT (ωB97M-V/def2-TZVPD) results for a single C5H11NO molecule.

Output
HOMO-LUMO gap ... 7.108 eV
Relative energy (zero: lowest compared OMol25 entry of this formula, charge and spin) ... 82.8 kcal/mol
E_LUMO ... 0.0373 Ha

Structure (XYZ):
```
18
C5H11NO (ωB97M-V/def2-TZVPD)
C -1.620 -0.365 -1.707
C -1.268 -1.068 -0.396
C 0.941 0.783 0.473
C 1.227 2.067 1.163
N 1.215 -0.393 1.044
C 0.829 -1.582 0.603
O 0.073 -1.570 -0.528
H -1.437 0.718 -1.679
H -0.997 -0.792 -2.502
H -2.671 -0.517 -1.973
H -1.360 -0.382 0.457
H -1.931 -1.923 -0.214
H 0.626 0.718 -0.559
H 0.489 2.817 0.854
H 1.127 1.967 2.252
H 2.227 2.475 0.950
H 1.726 -0.384 1.922
H 1.123 -2.491 1.111
```

***

# 7
DFT (ωB97M-V/def2-TZVPD) results for a single C5H11NO molecule.

Output
SMILES ... CCCNC(C)=O
HOMO-LUMO gap ... 10.241 eV
Relative energy (zero: lowest compared OMol25 entry of this formula, charge and spin) ... 44.7 kcal/mol
E_LUMO ... 0.0313 Ha

Structure (XYZ):
```
18
C5H11NO (ωB97M-V/def2-TZVPD)
C -2.260 0.273 -0.781
C -1.288 0.605 0.355
C -0.319 -0.487 0.801
N 0.448 -1.074 -0.268
C 1.323 -0.083 -0.825
C 2.493 0.038 0.086
O 0.945 0.682 -1.681
H -2.951 1.111 -0.940
H -1.704 0.107 -1.708
H -2.865 -0.615 -0.567
H -0.678 1.459 0.047
H -1.833 0.893 1.260
H 0.514 0.082 1.592
H -0.811 -1.304 1.348
H 0.961 -1.870 0.102
H 2.967 -0.930 0.301
H 1.825 0.322 1.079
H 3.233 0.792 -0.202
```

***

# 8
DFT (ωB97M-V/def2-TZVPD) results for a single C5H11NO molecule.

Output
SMILES ... CCCNC(C)=O
HOMO-LUMO gap ... 10.452 eV
Relative energy (zero: lowest compared OMol25 entry of this formula, charge and spin) ... 0.6 kcal/mol
E_LUMO ... 0.0319 Ha

Structure (XYZ):
```
18
C5H11NO (ωB97M-V/def2-TZVPD)
C 2.094 0.126 -0.933
C 1.161 -1.076 -0.826
C 0.448 -1.160 0.525
N -0.356 0.011 0.833
C -1.582 0.193 0.265
C -2.303 1.472 0.646
O -2.074 -0.624 -0.495
H 2.665 0.107 -1.867
H 1.530 1.065 -0.909
H 2.814 0.146 -0.104
H 0.399 -1.040 -1.613
H 1.726 -2.006 -0.969
H -0.217 -2.029 0.538
H 1.179 -1.281 1.333
H 0.037 0.740 1.404
H -2.457 2.072 -0.255
H -1.774 2.075 1.391
H -3.290 1.208 1.035
```